No. 1
152
Properties=species:S:1:pos:R:3:forces:R:3:lowdin_charge:R:1 method="wB97M-V/def2-TZVPD" max_force_ev_per_a=1.019 mol_weight_g_mol=1188.066 homo_lumo_gap_ev=8.38 lumo_ev=-0.1 total_charge=0 homo_energy_ev=-8.45
C -5.92844 -2.98713 7.49819 0.069 -0.126 -0.220 -0.114
C -5.01850 -4.20917 7.50306 0.084 0.023 -0.353 -0.251
C -4.21208 -4.39855 6.20037 -0.029 -0.060 0.468 -0.206
C -2.74545 -4.03587 6.32500 -0.184 0.099 -0.321 -0.315
N -2.57856 -2.58861 6.58701 0.221 -0.447 -0.518 -0.124
Si -1.20752 -1.72646 6.03411 0.438 0.454 0.648 -0.010
Br 0.45400 -3.11853 5.54906 -0.082 -0.105 0.034 0.435
O -1.51419 -0.80645 4.70844 -0.285 -0.124 -0.146 -0.408
Si -2.49418 -1.38323 3.50076 0.290 -0.177 0.017 0.416
C -2.20052 -0.40435 1.91571 -0.998 0.098 -0.181 -0.847
I -2.36622 -1.87967 0.36720 0.497 -0.749 0.242 0.825
C -3.28971 0.70809 1.78573 0.878 -0.192 0.360 -0.916
C -2.70812 2.04224 2.22728 -0.284 0.063 0.074 -0.174
I -4.10733 0.90383 -0.16161 -0.681 0.729 -0.161 0.860
H -6.42003 -2.88806 6.53219 -0.104 0.000 -0.117 0.069
H -5.36039 -2.07670 7.66755 -0.004 0.192 0.116 0.062
H -6.71365 -3.06983 8.24188 -0.018 0.121 0.243 0.067
H -5.61732 -5.10070 7.66438 -0.120 -0.107 0.084 0.098
H -4.31293 -4.14309 8.32754 0.019 -0.040 0.232 0.103
H -4.27783 -5.44146 5.89939 0.068 -0.108 -0.134 0.109
H -4.64818 -3.80970 5.39202 -0.099 0.038 -0.127 0.103
H -2.27684 -4.61500 7.11653 0.046 -0.009 0.216 0.108
H -2.25515 -4.32606 5.39575 0.139 -0.013 -0.071 0.067
H -3.43997 -2.10090 6.38310 -0.151 0.118 0.178 0.053
H -0.71446 -0.80851 7.06211 0.053 0.053 -0.027 -0.019
H -2.22637 -2.82241 3.31399 0.063 0.025 0.050 -0.026
H -3.90717 -1.24097 3.92291 -0.051 0.107 -0.129 0.007
H -1.21641 0.04321 1.85170 0.241 -0.110 -0.150 0.046
H -4.10471 0.45624 2.45384 -0.386 -0.042 -0.261 0.031
H -2.05617 2.47288 1.47448 0.196 -0.005 -0.074 0.068
H -2.15772 1.91861 3.15896 0.124 -0.039 0.112 0.081
H -3.51219 2.74757 2.41355 -0.058 0.162 -0.020 0.074
C 5.43559 0.02393 -2.19877 -0.005 -0.054 -0.059 -0.104
O 4.75355 -1.20706 -2.33059 0.004 0.238 0.070 -0.224
C 4.30930 -1.78152 -1.10755 0.065 -0.248 -0.003 -0.210
C 2.80364 -1.74115 -0.99921 -0.097 0.134 -0.048 -0.211
N 2.31765 -0.37914 -0.83129 -0.011 -0.035 -0.132 -0.044
C 0.87035 -0.23071 -0.95593 0.172 0.174 0.240 -0.216
C 0.21810 -0.58417 -2.28507 -0.193 -0.093 0.035 -0.240
O 0.55348 0.28905 -3.34751 0.095 0.015 -0.011 -0.190
C 1.76196 0.00300 -4.02294 -0.057 0.081 -0.063 -0.093
H 5.87762 0.25190 -3.16722 -0.001 -0.012 -0.014 0.090
H 4.76394 0.84436 -1.92179 0.028 -0.002 0.064 0.079
H 6.23553 -0.04271 -1.45592 0.005 0.024 0.018 0.089
H 4.78212 -1.28786 -0.25389 -0.048 0.076 0.008 0.123
H 4.62497 -2.82932 -1.10869 0.033 0.013 -0.010 0.122
H 2.49465 -2.33654 -0.13469 -0.029 -0.010 -0.001 0.127
H 2.40009 -2.22635 -1.89930 0.020 -0.091 0.044 0.107
H 2.76658 0.21583 -1.51423 0.022 0.023 -0.017 0.069
H 0.63491 0.81774 -0.74761 -0.032 -0.010 0.019 0.119
H 0.40471 -0.82335 -0.15913 0.006 -0.006 -0.150 0.059
H -0.86137 -0.48417 -2.15342 -0.025 0.002 -0.004 0.086
H 0.40395 -1.62547 -2.57750 0.082 0.020 0.001 0.115
H 1.96332 -1.07171 -4.05204 0.029 -0.011 0.027 0.083
H 2.61846 0.51298 -3.57164 0.032 -0.077 0.017 0.073
H 1.65896 0.36724 -5.04514 -0.020 -0.007 -0.004 0.089
C 6.82760 -7.91775 -3.81172 0.014 -0.014 -0.056 -0.118
O 6.09847 -7.65464 -4.99169 0.061 0.049 0.083 -0.193
C 4.72283 -7.36099 -4.78908 -0.130 -0.119 -0.113 -0.220
C 4.41477 -5.91356 -5.09479 0.112 0.142 0.039 -0.220
N 5.00510 -5.02208 -4.10731 0.045 -0.006 -0.136 -0.045
C 4.95341 -3.59960 -4.44514 0.004 -0.245 0.110 -0.197
C 5.67343 -3.12727 -5.70034 -0.130 0.165 -0.107 -0.221
O 7.08434 -3.19819 -5.62998 0.039 -0.057 0.025 -0.176
C 7.65178 -4.45182 -5.95122 0.084 0.079 0.016 -0.102
H 7.80301 -8.29517 -4.11273 0.009 0.003 -0.018 0.088
H 6.97592 -7.01774 -3.20406 -0.043 -0.026 0.042 0.078
H 6.33209 -8.67699 -3.19908 0.003 0.004 0.029 0.087
H 4.41856 -7.61661 -3.76980 0.029 0.058 0.042 0.121
H 4.15306 -7.99097 -5.47767 0.004 -0.023 0.013 0.121
H 3.32883 -5.77668 -5.08794 -0.009 0.021 -0.023 0.123
H 4.77043 -5.71133 -6.11503 -0.080 -0.040 -0.031 0.106
H 5.97097 -5.28544 -3.96691 0.038 -0.009 0.021 0.070
H 5.36958 -3.05055 -3.60521 -0.010 0.094 0.054 0.098
H 3.90150 -3.30372 -4.52121 -0.014 0.008 -0.022 0.116
H 5.43935 -2.06618 -5.82078 0.012 0.005 -0.005 0.121
H 5.31498 -3.63118 -6.60735 0.034 -0.084 0.039 0.112
H 7.06838 -4.97674 -6.71257 -0.023 -0.030 0.011 0.088
H 7.75169 -5.09643 -5.07267 -0.055 -0.055 -0.034 0.073
H 8.65189 -4.26757 -6.34340 -0.004 0.015 -0.010 0.087
C -0.57643 3.58580 -2.96513 -0.052 -0.038 -0.023 -0.104
O -1.89669 4.04449 -3.17664 0.114 0.107 0.083 -0.189
C -2.79096 3.79640 -2.09970 -0.176 -0.060 -0.147 -0.257
C -3.19698 5.07489 -1.40721 0.137 0.162 -0.007 -0.208
N -2.08099 5.64564 -0.65856 -0.067 0.019 -0.060 -0.046
C -2.31413 6.99675 -0.15944 0.135 -0.128 0.065 -0.200
C -2.57317 8.09781 -1.17795 -0.195 0.205 0.037 -0.227
O -1.45854 8.43735 -1.98044 0.041 -0.071 0.005 -0.174
C -1.22912 7.58384 -3.08390 0.054 0.106 -0.066 -0.101
H -0.04867 3.67660 -3.91284 0.003 0.006 -0.016 0.091
H -0.04481 4.18228 -2.21287 -0.008 -0.043 0.032 0.080
H -0.56098 2.53454 -2.66493 0.035 0.010 -0.005 0.071
H -2.36515 3.08947 -1.38389 0.126 0.038 -0.033 0.056
H -3.68566 3.33531 -2.52843 -0.003 -0.032 0.022 0.109
H -4.01191 4.85498 -0.70994 -0.018 0.008 0.005 0.122
H -3.58860 5.75494 -2.17557 -0.104 -0.063 0.030 0.095
H -1.26150 5.65535 -1.25024 0.030 -0.025 -0.015 0.067
H -1.43933 7.28744 0.42761 -0.011 0.007 0.025 0.118
H -3.16309 6.96362 0.53164 -0.037 0.010 -0.018 0.117
H -2.82163 9.00722 -0.62466 0.014 0.004 -0.002 0.121
H -3.43920 7.86848 -1.81287 0.041 -0.066 -0.033 0.103
H -2.16433 7.16144 -3.46171 0.032 -0.084 -0.006 0.074
H -0.54019 6.76993 -2.83965 -0.065 -0.059 -0.004 0.075
H -0.76743 8.17732 -3.87361 -0.020 0.042 0.009 0.090
C -8.17723 10.93924 -3.20150 -0.049 -0.034 -0.018 -0.117
O -8.40342 10.27730 -4.42827 0.069 -0.003 0.099 -0.193
C -7.63812 10.76879 -5.52017 -0.119 0.054 -0.169 -0.219
C -6.59658 9.76660 -5.96058 0.089 -0.104 0.111 -0.218
N -5.54538 9.62141 -4.96420 -0.119 -0.110 -0.007 -0.046
C -4.62440 8.51468 -5.19900 0.079 0.150 0.145 -0.197
C -5.17333 7.09415 -5.19793 0.121 -0.127 -0.151 -0.221
O -5.61373 6.64530 -3.93024 -0.026 0.042 0.064 -0.193
C -6.93407 7.00440 -3.57351 0.040 -0.074 0.082 -0.095
H -8.93789 10.59394 -2.50392 -0.011 -0.018 -0.001 0.088
H -7.19101 10.71214 -2.78067 0.017 0.062 -0.016 0.078
H -8.26978 12.02377 -3.31204 0.019 0.016 0.017 0.087
H -7.17424 11.72673 -5.26789 0.061 -0.021 0.044 0.122
H -8.32959 10.93833 -6.34999 -0.014 0.022 0.011 0.121
H -6.14914 10.11250 -6.89739 0.009 -0.022 -0.017 0.124
H -7.11816 8.82151 -6.16813 -0.023 0.032 -0.081 0.107
H -5.97118 9.50216 -4.05514 -0.004 0.013 0.043 0.069
H -3.86340 8.55679 -4.41533 0.057 0.057 -0.051 0.104
H -4.11315 8.69060 -6.15088 -0.010 -0.031 -0.026 0.121
H -4.34909 6.43006 -5.47097 -0.003 -0.017 0.005 0.122
H -5.95768 6.94508 -5.95027 -0.072 0.064 0.063 0.112
H -7.59030 7.04934 -4.44663 -0.008 0.037 -0.016 0.089
H -6.97296 7.96403 -3.04917 -0.044 0.032 -0.063 0.073
H -7.30848 6.23874 -2.89414 0.007 -0.017 -0.009 0.088
C 4.95527 -7.57272 9.56615 -0.029 0.048 0.024 -0.117
O 4.98129 -6.21625 9.17537 -0.037 -0.107 -0.031 -0.193
C 6.11945 -5.83686 8.41422 0.105 0.166 0.078 -0.219
C 5.74965 -5.52885 6.98185 -0.126 -0.092 -0.091 -0.218
N 5.36052 -6.73349 6.26259 -0.100 0.079 0.054 -0.050
C 4.77222 -6.50151 4.94759 0.111 -0.154 0.026 -0.200
C 3.47498 -5.70814 4.86138 -0.016 0.143 -0.164 -0.239
O 2.34840 -6.36496 5.40526 -0.003 -0.039 0.068 -0.195
C 2.17654 -6.23092 6.80229 -0.118 -0.061 -0.030 -0.122
H 4.14026 -7.68735 10.27821 -0.017 0.012 0.002 0.088
H 4.77526 -8.24685 8.72096 0.063 -0.019 0.006 0.079
H 5.89032 -7.86392 10.05413 0.008 -0.028 -0.005 0.087
H 6.89111 -6.61098 8.45924 -0.026 -0.053 -0.049 0.122
H 6.52607 -4.93007 8.87016 0.010 -0.011 0.023 0.121
H 6.61630 -5.08484 6.48251 -0.007 0.020 -0.021 0.124
H 4.95291 -4.77224 7.00455 0.066 0.063 0.014 0.107
H 4.70087 -7.25252 6.82595 -0.019 -0.027 0.022 0.070
H 4.58708 -7.48018 4.49860 0.014 0.006 -0.036 0.119
H 5.51996 -6.00288 4.32207 -0.001 0.038 0.001 0.118
H 3.25104 -5.57077 3.80040 -0.016 0.007 -0.001 0.122
H 3.57189 -4.70383 5.29365 0.024 -0.038 0.077 0.103
H 2.53439 -5.26305 7.16334 0.038 -0.003 0.022 0.078
H 2.67783 -7.03000 7.35721 0.057 0.064 0.028 0.073
H 1.10848 -6.30322 7.00780 -0.010 0.018 -0.015 0.082

=====

No. 2
15
Properties=species:S:1:pos:R:3:forces:R:3:lowdin_charge:R:1 method="wB97M-V/def2-TZVPD" e_above_lowest_kcal_mol=52.6 max_force_ev_per_a=2.120 mol_weight_g_mol=87.122 homo_lumo_gap_ev=10.08 lumo_ev=1.0 total_charge=0 homo_energy_ev=-9.08 smiles="CN(C)CC=O"
C 0.90764 0.75727 -0.74681 -0.176 0.862 0.121 -0.119
N 0.14473 -0.40768 -0.38458 0.187 -0.198 0.090 -0.296
C -0.84545 -0.77700 -1.38811 0.004 -0.066 -0.010 -0.101
C -0.45612 -0.07402 0.87956 -0.370 0.886 0.132 -0.202
C 0.47968 -0.17297 2.06147 -0.114 0.066 0.348 -0.241
O 0.09800 -0.36103 3.19102 0.173 -0.002 -0.465 0.049
H 0.26675 1.65835 -0.38875 1.118 -0.549 -1.486 0.098
H 1.18717 0.72201 -1.80808 -0.171 0.376 0.325 0.091
H 1.81747 0.83008 -0.14323 -0.004 -0.074 -0.186 0.074
H -0.33942 -0.97667 -2.33870 -0.092 0.058 0.177 0.083
H -1.34404 -1.69963 -1.07426 0.037 0.165 -0.058 0.085
H -1.61540 -0.00062 -1.55511 0.159 -0.059 0.060 0.091
H -1.34058 -0.69753 1.07130 0.104 0.522 0.080 0.132
H -0.64596 1.08725 0.78931 -0.762 -1.797 0.827 0.137
H 1.55291 0.01952 1.84807 -0.092 -0.190 0.043 0.119